A cluster of 2 separate species, C2HN2O2 in total in a non-equilibrium geometry, computed with wB97M-V/def2-TZVPD.

Geometry as ORCA input:
```
! RIJCOSX wB97M-V def2-TZVPD def2/J DEFGRID3
* xyz -1 1
O 0.74 1.43 -2.05
O 2.44 2.10 -0.84
N -0.10 1.63 2.35
N 1.45 1.42 -1.05
C 0.09 0.98 1.38
C 0.39 -0.09 0.59
H -0.34 -0.58 -0.10
*
```

Properties
relative energy (zero: lowest compared OMol25 entry of this formula, charge and spin) = 131.4 kcal per mole
Kohn-Sham gap (alpha / beta) = 7.309 / 6.951 eV
E = -9160.542 eV
F_max = 2.68 eV/A
LUMO (alpha / beta) = 3.41 / 3.18 eV

---

A structure of composition C2HN2O2PS in a non-equilibrium geometry, computed with wB97M-V/def2-TZVPD.

Geometry as ORCA input:
```
! RIJCOSX wB97M-V def2-TZVPD def2/J DEFGRID3
* xyz 0 1
S -0.88 0.68 -2.08
P 1.11 2.80 2.05
O 1.32 4.13 2.52
O 0.05 3.03 0.70
N -0.76 2.12 -1.37
N -0.04 0.66 0.20
C -0.28 1.90 -0.20
C -0.34 -0.16 -0.74
H -0.33 -1.22 -0.62
*
```

Properties
relative energy (zero: lowest compared OMol25 entry of this formula, charge and spin) = 0.0 kcal per mole
Kohn-Sham gap = 9.998 eV
E = -29289.536 eV
F_max = 4.32 eV/A
LUMO = -0.37 eV

---

A structure of composition C2HN2O3S in a non-equilibrium geometry, computed with wB97M-V/def2-TZVPD.

Geometry as ORCA input:
```
! RIJCOSX wB97M-V def2-TZVPD def2/J DEFGRID3
* xyz -1 3
S -1.52 -0.46 -0.98
O 1.49 -0.27 0.92
O -4.00 1.54 0.65
O -4.65 -1.29 0.57
N -2.62 -1.50 -0.45
N -2.13 0.96 -0.51
C -3.65 -0.82 0.12
C -3.31 0.72 0.13
H 1.16 -0.74 1.65
*
```

Properties
relative energy (zero: lowest compared OMol25 entry of this formula, charge and spin) = 0.0 kcal per mole
Kohn-Sham gap (alpha / beta) = 7.474 / 3.591 eV
E = -22044.758 eV
F_max = 3.72 eV/A
LUMO (alpha / beta) = 3.82 / 0.72 eV

---

A cluster of 2 separate species, C2HN2OP in total in a non-equilibrium geometry, computed with wB97M-V/def2-TZVPD.

Geometry as ORCA input:
```
! RIJCOSX wB97M-V def2-TZVPD def2/J DEFGRID3
* xyz 0 1
P -2.56 -0.26 -1.16
O -0.14 0.46 0.35
N -2.95 -2.04 1.12
N -3.33 2.12 0.33
C -2.73 -1.28 0.31
C -2.98 1.21 -0.25
H -0.71 0.77 1.06
*
```

Properties
relative energy (zero: lowest compared OMol25 entry of this formula, charge and spin) = 103.7 kcal per mole
Kohn-Sham gap (alpha / beta) = 6.122 / 6.133 eV
E = -16401.006 eV
F_max = 3.39 eV/A
LUMO (alpha / beta) = -4.33 / -4.33 eV

---

The molecule C2HN2PS2 in a non-equilibrium geometry, computed with wB97M-V/def2-TZVPD.

Geometry as ORCA input:
```
! RIJCOSX wB97M-V def2-TZVPD def2/J DEFGRID3
* xyz 0 1
S 2.68 1.08 0.87
S -2.01 -0.89 0.32
P 1.72 1.11 -0.82
N 0.39 -1.47 -0.37
N -0.66 -1.97 -0.08
C 0.28 0.19 -0.31
C -0.97 0.48 0.07
H -1.42 1.48 0.31
*
```

Properties
relative energy (zero: lowest compared OMol25 entry of this formula, charge and spin) = 31.8 kcal per mole
Kohn-Sham gap = 7.265 eV
SMILES string = S=Pc1csnn1
E = -36027.125 eV
F_max = 3.99 eV/A
LUMO = -1.81 eV

---

The molecule C2HN2PS2 in a non-equilibrium geometry, computed with wB97M-V/def2-TZVPD.

Geometry as ORCA input:
```
! RIJCOSX wB97M-V def2-TZVPD def2/J DEFGRID3
* xyz 0 1
S -1.33 -1.56 0.00
S 2.92 0.92 -0.01
P 3.16 -1.01 0.02
N -0.27 -3.00 -0.01
N 0.92 -2.73 -0.01
C -0.24 -0.42 -0.01
C 1.56 -1.67 -0.02
H -0.31 0.64 0.00
*
```

Properties
relative energy (zero: lowest compared OMol25 entry of this formula, charge and spin) = 82.7 kcal per mole
Kohn-Sham gap = 7.264 eV
E = -36024.918 eV
F_max = 3.20 eV/A
LUMO = -1.78 eV

---

A cluster of 2 separate species, C2HN3 in total in a non-equilibrium geometry, computed with wB97M-V/def2-TZVPD.

Geometry as ORCA input:
```
! RIJCOSX wB97M-V def2-TZVPD def2/J DEFGRID3
* xyz 0 3
N 0.47 0.17 0.19
N 2.80 -0.51 -0.06
N -3.11 -0.43 0.04
C -2.03 -0.15 -0.15
C 1.67 -0.20 0.01
H 0.19 1.11 -0.03
*
```

Properties
relative energy (zero: lowest compared OMol25 entry of this formula, charge and spin) = 10.4 kcal per mole
Kohn-Sham gap (alpha / beta) = 12.323 / 7.563 eV
E = -6554.127 eV
F_max = 3.11 eV/A
LUMO (alpha / beta) = 0.42 / -4.11 eV

---

A cluster of 2 separate species, C2HN3O2 in total in a non-equilibrium geometry, computed with wB97M-V/def2-TZVPD.

Geometry as ORCA input:
```
! RIJCOSX wB97M-V def2-TZVPD def2/J DEFGRID3
* xyz 0 1
O -4.06 -1.24 0.35
O -5.44 0.64 0.35
N -1.24 0.48 -0.93
N -1.57 -0.55 -0.08
N -0.42 1.10 -0.09
C -0.23 -0.14 0.30
C -4.73 -0.27 0.32
H -2.03 -1.31 -0.51
*
```

Properties
relative energy (zero: lowest compared OMol25 entry of this formula, charge and spin) = 140.8 kcal per mole
Kohn-Sham gap (alpha / beta) = 9.471 / 9.472 eV
SMILES string = n1c2[nH]n1-2.O=C=O
E = -10649.896 eV
F_max = 2.85 eV/A
LUMO (alpha / beta) = -0.63 / -0.63 eV

---

The molecule C2HN5O in a non-equilibrium geometry, computed with wB97M-V/def2-TZVPD.

Geometry as ORCA input:
```
! RIJCOSX wB97M-V def2-TZVPD def2/J DEFGRID3
* xyz 0 1
O -0.69 0.88 -1.52
N -1.92 0.61 -1.01
N 1.56 0.12 -0.79
N 1.71 -0.57 0.39
N -1.76 0.09 0.15
N 0.53 -0.70 1.00
C -0.51 -0.14 0.25
C 0.20 0.42 -0.69
H 0.87 -0.72 2.21
*
```

Properties
relative energy (zero: lowest compared OMol25 entry of this formula, charge and spin) = 88.5 kcal per mole
Kohn-Sham gap = 10.213 eV
SMILES string = n1nc2onnc2[nH]1
E = -11582.172 eV
F_max = 7.34 eV/A
LUMO = -0.49 eV

---

A cluster of 2 separate species, C2HNO in total in a non-equilibrium geometry, computed with wB97M-V/def2-TZVPD.

Geometry as ORCA input:
```
! RIJCOSX wB97M-V def2-TZVPD def2/J DEFGRID3
* xyz 0 1
O -0.07 1.13 1.38
N -0.45 -1.66 -1.13
C 0.13 -0.80 -0.69
C -0.21 1.58 0.34
H 0.60 -0.26 0.09
*
```

Properties
relative energy (zero: lowest compared OMol25 entry of this formula, charge and spin) = 16.1 kcal per mole
Kohn-Sham gap = 13.208 eV
E = -5625.882 eV
F_max = 3.19 eV/A
LUMO = 0.46 eV